1.
The following is a quantum chemistry calculation of a structure of composition C38H57HfN9, from the OMol25 dataset.

Geometry as ORCA input:
```
! wB97M-V def2-TZVPD RIJCOSX def2/J DEFGRID3
* xyz 2 1
Hf 0.8664 -0.1223 -1.0623
C 2.9534 -2.3799 0.5121
N 3.9687 -1.3465 0.6391
C 5.2611 -1.7232 1.2159
C 6.2263 -0.6702 0.6634
N 5.3895 0.1039 -0.2539
C 5.9165 1.3324 -0.8162
C 4.1200 -0.3377 -0.2673
N 3.1033 0.1015 -0.9736
C 3.2545 0.8395 -2.2415
C 2.6197 2.2166 -2.1312
N 1.1859 1.9938 -1.8656
C 0.3355 2.9939 -1.7268
N -0.9827 2.8291 -2.0627
C -1.3383 2.1644 -3.3129
C -1.7286 4.0414 -1.6973
C -0.6343 5.0772 -1.4382
N 0.5476 4.2298 -1.2529
C 1.7267 4.7213 -0.5648
H 3.4243 -3.3467 0.3217
H 2.3030 -2.1779 -0.3447
H 2.3607 -2.4664 1.4251
H 5.5280 -2.7309 0.8924
H 5.2192 -1.7175 2.3047
H 7.0730 -1.1090 0.1358
H 6.6127 -0.0137 1.4450
H 6.7089 1.6919 -0.1616
H 5.1482 2.1014 -0.8603
H 6.3414 1.1815 -1.8092
H 2.6852 0.2766 -2.9988
H 4.2665 0.8745 -2.6386
H 2.7448 2.7591 -3.0723
H 3.1246 2.7739 -1.3417
H -0.6546 1.3395 -3.5019
H -1.2901 2.8584 -4.1568
H -2.3515 1.7735 -3.2442
H -2.3255 3.8514 -0.8035
H -2.4003 4.3359 -2.5008
H -0.8213 5.6664 -0.5429
H -0.4884 5.7581 -2.2796
H 1.4799 5.6787 -0.1130
H 2.5648 4.8773 -1.2423
H 2.0243 4.0366 0.2313
C -6.4887 -0.6039 -1.3280
C -5.6918 -0.2878 -0.0625
C -6.1305 1.0842 0.4740
C -5.9764 -1.3728 0.9890
C -4.1964 -0.2509 -0.3277
C -3.6321 -0.5337 -1.5696
C -2.2611 -0.4759 -1.7242
N -1.4238 -0.1528 -0.7339
C -1.9417 0.0610 0.4924
C -3.3050 0.0402 0.7077
C -0.9391 0.2151 1.5814
C -1.2818 0.2749 2.9175
C -0.3085 0.3656 3.9140
C 1.0187 0.3744 3.4847
C 1.3004 0.2696 2.1396
N 0.3558 0.1829 1.1922
C -0.7125 0.4360 5.3763
C 0.5010 0.5103 6.3023
C -1.5286 -0.8212 5.7197
C -1.5773 1.6897 5.5859
H -7.5517 -0.6039 -1.0907
H -6.2428 -1.5897 -1.7256
H -6.3254 0.1441 -2.1057
H -7.2039 1.0753 0.6609
H -5.9196 1.8717 -0.2517
H -5.6327 1.3353 1.4115
H -7.0469 -1.4133 1.1886
H -5.4709 -1.1708 1.9341
H -5.6605 -2.3537 0.6315
H -4.2398 -0.8104 -2.4173
H -1.7932 -0.7222 -2.6701
H -3.6919 0.2283 1.6981
H -2.3234 0.2453 3.1985
H 1.8375 0.4392 4.1845
H 2.3276 0.2272 1.7932
H 1.1375 -0.3711 6.2104
H 0.1609 0.5604 7.3356
H 1.0993 1.4033 6.1125
H -0.9429 -1.7269 5.5569
H -2.4415 -0.8911 5.1275
H -1.8198 -0.7908 6.7692
H -1.0218 2.5958 5.3397
H -1.8771 1.7515 6.6317
H -2.4848 1.6659 4.9821
C -0.5868 -3.6612 -0.6552
C 0.1691 -3.9645 -1.9234
C 0.2267 -5.2585 -2.4172
C 0.9077 -5.5453 -3.5906
C 1.5458 -4.5231 -4.2761
C 1.5165 -3.2184 -3.8069
C 2.2339 -2.1206 -4.5409
C 0.8180 -2.9231 -2.6198
N 0.7900 -1.6286 -2.1168
H -0.9842 -4.5751 -0.2162
H -1.4262 -2.9910 -0.8537
H 0.0484 -3.1736 0.0925
H -0.2713 -6.0559 -1.8790
H 0.9412 -6.5577 -3.9680
H 2.0791 -4.7431 -5.1927
H 2.6359 -2.4846 -5.4848
H 3.0678 -1.7375 -3.9462
H 1.5667 -1.2806 -4.7482
*
```

The calculation puts the molar mass at 818.4 g mol⁻¹. The value obtained for the HOMO energy is -0.4211 hartree.

Atomic partial charges in e from the Löwdin method, atoms 1 to 4:
1. Hf 1.565
2. C -0.028
3. N -0.096
4. C -0.087

2.
The following is a quantum chemistry calculation of a structure of composition C38H58BMgN7O2P2S, from the OMol25 dataset.

Geometry as ORCA input:
```
! wB97M-V def2-TZVPD RIJCOSX def2/J DEFGRID3
* xyz 0 1
Mg 0.3268 0.7744 0.2758
C 4.2857 -0.5713 1.3407
C 3.7606 -0.2159 2.7408
C 4.2663 -1.2658 3.7338
C 4.3339 1.1548 3.1069
P 1.8944 -0.0756 2.5227
C 1.4148 -1.8701 2.6009
N 0.1720 -2.1177 1.9043
B -0.5354 -1.2288 0.9908
N -1.7267 -2.0004 0.6652
C -2.8921 -1.5750 -0.0850
P -2.4769 -0.2758 -1.3503
C -2.3881 -1.3110 -2.9230
C -1.7586 -0.4349 -4.0130
C -1.3821 -2.4297 -2.6163
C -3.6833 -1.9319 -3.4374
C -4.0780 0.7147 -1.3264
C -5.4011 -0.0556 -1.2893
C -4.0781 1.6572 -2.5326
C -3.9782 1.5671 -0.0497
C -1.7226 -3.2144 1.3388
C -2.6400 -4.2515 1.3648
C -2.3469 -5.3796 2.1320
C -1.1692 -5.4641 2.8609
C -0.2457 -4.4182 2.8507
C -0.5335 -3.2961 2.0936
C 1.1081 0.6441 4.0711
C 1.7015 0.1843 5.4009
C 1.1843 2.1734 3.9597
C -0.3795 0.2599 4.0390
H 5.3761 -0.6544 1.3745
H 4.0187 0.2051 0.6212
H 3.8918 -1.5216 0.9741
H 5.3565 -1.3328 3.6592
H 3.8675 -2.2594 3.5266
H 4.0237 -1.0121 4.7630
H 5.4248 1.1221 3.0279
H 4.0865 1.4457 4.1277
H 3.9682 1.9290 2.4274
H 1.3319 -2.1913 3.6463
H 2.2316 -2.4563 2.1624
H -3.6442 -1.1644 0.5952
H -3.3599 -2.4345 -0.5751
H -0.7880 -0.0669 -3.6714
H -2.3697 0.4319 -4.2674
H -1.6131 -1.0284 -4.9216
H -0.4604 -2.0194 -2.2024
H -1.1309 -2.9538 -3.5439
H -1.7685 -3.1654 -1.9099
H -4.3624 -1.1788 -3.8383
H -4.2085 -2.4888 -2.6591
H -3.4549 -2.6322 -4.2476
H -5.6197 -0.5547 -2.2308
H -6.2161 0.6495 -1.0952
H -5.4257 -0.8026 -0.4944
H -4.2187 1.1166 -3.4701
H -3.1416 2.2166 -2.5961
H -4.9010 2.3725 -2.4378
H -4.0821 0.9604 0.8519
H -4.7894 2.3019 -0.0440
H -3.0270 2.0967 0.0196
H -3.5682 -4.1932 0.8105
H -3.0533 -6.1995 2.1602
H -0.9645 -6.3499 3.4484
H 0.6716 -4.4861 3.4226
H 2.7142 0.5582 5.5523
H 1.7182 -0.9039 5.4885
H 1.0854 0.5694 6.2190
H 2.2104 2.5425 3.9619
H 0.6690 2.6213 4.8149
H 0.6902 2.5161 3.0475
H -0.5338 -0.8156 4.1374
H -0.8587 0.5904 3.1161
H -0.8796 0.7506 4.8796
C -1.1186 4.7369 -3.3180
C -0.7235 3.5477 -2.4896
N -0.2028 2.5017 -3.0088
O -0.0570 2.6411 -4.4044
C -0.9478 3.5700 -1.0245
C -1.6100 4.7366 -0.3547
N -0.5426 2.5518 -0.3532
O -0.6527 2.5141 0.9717
H -0.3387 4.9705 -4.0407
H -1.3135 5.6089 -2.7010
H -2.0210 4.5067 -3.8895
H 0.1736 1.7456 -4.6727
H -2.5510 4.9977 -0.8429
H -0.9749 5.6278 -0.3636
H -1.8067 4.4666 0.6802
N 3.4346 0.5403 -2.6940
C 3.2474 -0.8328 -2.6589
C 3.8315 -1.8734 -3.3710
C 3.4332 -3.1514 -3.0298
C 2.4919 -3.3814 -2.0144
C 1.9106 -2.3427 -1.3155
C 2.2934 -1.0464 -1.6581
N 1.9178 0.1764 -1.1158
C 2.6335 1.0776 -1.7382
C 2.6142 2.4814 -1.3416
C 2.8976 3.5878 -2.0789
S 2.6522 4.9801 -1.1220
C 2.1883 3.9849 0.1958
N 2.2173 2.7165 -0.0501
H 4.1314 1.0391 -3.2182
H 4.5666 -1.6980 -4.1453
H 3.8625 -3.9958 -3.5525
H 2.2158 -4.3997 -1.7745
H 1.1865 -2.5127 -0.5283
H 3.1648 3.6542 -3.1206
H 1.8675 4.3953 1.1425
*
```

The calculation puts the molar mass at 774.1 g mol⁻¹. The value obtained for the HOMO energy is -0.2310 hartree.

Atomic partial charges in e from the Löwdin method, atoms 1 to 4:
1. Mg 0.487
2. C -0.108
3. C -0.693
4. C -0.085

3.
The following is a quantum chemistry calculation of a cluster of 4 separate species, C38H58F3INO8SSi in total at a distorted geometry, from the OMol25 dataset.

Geometry as ORCA input:
```
! wB97M-V def2-TZVPD RIJCOSX def2/J DEFGRID3
* xyz 1 1
C 0.9622 5.1407 3.0250
C 0.3602 4.1341 2.2107
C -0.4610 3.0184 1.2730
N -1.0608 1.8678 1.7194
S -0.9847 1.4951 3.4546
C -1.8131 0.9633 0.7199
C -3.3854 1.3907 1.1054
C -4.4836 0.7565 0.0224
C -5.6708 -0.0115 0.5621
C -1.8442 -0.6310 1.0885
C -0.3887 -1.3057 1.4263
C -0.3312 -2.9483 1.1141
O -0.9638 -3.3197 -0.1602
C -0.2705 -4.4277 -0.8338
C -1.2819 1.4955 -0.7320
C -0.4219 0.5369 -1.7374
F -0.5410 1.1626 -3.1095
F -0.9703 -0.8400 -1.9236
C 1.1887 0.5739 -1.3868
C 1.9526 -0.8692 -1.5088
Si 3.5711 -1.0177 -0.4493
C 5.1932 -1.1337 -1.5231
C 3.8519 0.4425 0.7820
C 3.4247 -2.6245 0.6721
C 3.3244 -2.5398 2.3204
C 3.1645 -3.9333 3.2112
C 3.1028 -5.3546 2.3663
C 3.2235 -5.4702 0.7189
C 3.3896 -4.0653 -0.1079
C -0.7351 2.9984 -0.3420
F -2.0161 3.7968 -0.4292
C 0.2143 3.8426 -1.3672
C 1.8055 3.8931 -1.0020
O 2.4528 3.2145 -0.0577
I 3.0476 5.2439 -2.2726
H 1.4473 6.0803 3.5793
H 0.3109 1.8071 3.9377
H -3.7173 0.9400 2.1602
H -3.5074 2.5643 1.2366
H -4.3952 0.8447 -1.1408
H -6.0055 0.0991 1.6827
H -6.3403 -0.7073 -0.1396
H -2.3950 -1.1670 0.1744
H -2.5377 -0.8832 2.0278
H 0.5376 -0.7551 0.9731
H -0.2604 -1.2331 2.6111
H -0.8710 -3.4427 2.0569
H 0.7763 -3.3666 1.1435
H 0.8025 -4.0779 -1.1567
H -0.2838 -5.4481 -0.2616
H -0.8638 -4.6173 -1.8518
H -2.2694 1.7453 -1.3555
H 1.6989 1.3360 -2.1158
H 1.2683 0.8997 -0.2418
H 2.3081 -0.9623 -2.6446
H 1.2894 -1.8046 -1.2141
H 5.9656 -1.7407 -0.8504
H 5.6580 -0.0641 -1.6723
H 5.0592 -1.7277 -2.5222
H 4.6492 0.0693 1.5774
H 2.8764 0.6940 1.3916
H 4.3410 1.4075 0.2772
H 3.3690 -1.4992 2.9026
H 3.0622 -3.8558 4.3912
H 2.9563 -6.3484 2.9937
H 3.1715 -6.5108 0.1859
H 3.4440 -4.0884 -1.2763
H -0.1696 4.9729 -1.3130
H 0.1258 3.5475 -2.5010
O 8.1265 -1.6042 -0.9543
C 8.7277 -2.5528 -0.4593
O 8.6524 -2.7925 0.8679
C 9.1841 -3.9606 1.5205
C 10.6616 -3.7926 1.8134
C 9.6254 -3.4107 -1.3049
H 8.9651 -4.8648 0.9440
H 8.6404 -4.0600 2.4674
H 11.2435 -3.6700 0.8965
H 11.0484 -4.6602 2.3548
H 10.8313 -2.8947 2.4164
H 10.5838 -2.9016 -1.4379
H 9.1500 -3.5530 -2.2792
H 9.7951 -4.4054 -0.8994
O -3.9465 3.8704 3.4867
C -4.3178 4.9456 3.0257
O -5.6287 5.2714 3.0213
C -6.1505 6.5621 2.6540
C -6.2971 6.6795 1.1501
C -3.3329 5.8790 2.3811
H -5.5464 7.3659 3.0863
H -7.1412 6.6383 3.1174
H -5.3336 6.5896 0.6423
H -6.7418 7.6411 0.8799
H -6.9323 5.8752 0.7648
H -3.1316 5.5372 1.3623
H -2.4067 5.8590 2.9619
H -3.6576 6.9167 2.3592
O -8.9651 0.2122 -2.2844
C -8.3214 -0.4875 -3.0606
O -6.9773 -0.3728 -3.1305
C -6.1187 -1.2490 -3.8842
C -6.0540 -0.8256 -5.3380
C -9.0232 -1.4203 -4.0063
H -6.4187 -2.2940 -3.7586
H -5.1201 -1.1599 -3.4405
H -7.0342 -0.8797 -5.8182
H -5.3609 -1.4623 -5.8945
H -5.7212 0.2143 -5.4180
H -9.3923 -0.8492 -4.8625
H -9.8671 -1.8751 -3.4805
H -8.4030 -2.2419 -4.3571
*
```

The calculation puts the molar mass at 900.9 g mol⁻¹. The value obtained for the HOMO energy is -0.3787 hartree.

Atomic partial charges in e from the Löwdin method, atoms 1 to 4:
1. C 0.157
2. C 0.015
3. C -0.048
4. N -0.304

4.
The following is a quantum chemistry calculation of a structure of composition C38H58N12O3Sr, from the OMol25 dataset.

Geometry as ORCA input:
```
! wB97M-V def2-TZVPD RIJCOSX def2/J DEFGRID3
* xyz 2 1
Sr 0.1377 -0.0504 -0.5308
C 1.3715 -1.9021 -3.4331
N 2.0286 -1.3095 -2.2589
C 2.9901 -0.2865 -2.6794
C 3.5893 0.4679 -1.5123
C 4.8187 1.0963 -1.6608
C 5.3705 1.7551 -0.5790
C 4.6863 1.7434 0.6278
C 3.4659 1.1017 0.6797
N 2.9021 0.4865 -0.3666
C 2.7542 -2.3451 -1.4962
C 1.8723 -3.4741 -1.0421
C 2.1488 -4.7781 -1.4238
C 1.3215 -5.8008 -0.9900
C 0.2348 -5.4771 -0.1988
C 0.0376 -4.1457 0.1328
N 0.8337 -3.1508 -0.2587
C -0.0155 -2.4406 -3.1526
C -0.4491 -3.6180 -3.7407
C -1.7432 -4.0515 -3.5046
C -2.5650 -3.2933 -2.6860
C -2.0471 -2.1345 -2.1366
N -0.7995 -1.7073 -2.3548
H 1.9911 -2.6897 -3.8802
H 1.2733 -1.1238 -4.1900
H 2.4826 0.4175 -3.3420
H 3.8084 -0.7261 -3.2668
H 5.3369 1.0535 -2.6102
H 6.3277 2.2519 -0.6680
H 5.0941 2.2146 1.5110
H 2.9109 1.0625 1.6082
H 3.1946 -1.8802 -0.6153
H 3.5739 -2.7463 -2.1070
H 3.0029 -4.9856 -2.0550
H 1.5183 -6.8270 -1.2712
H -0.4488 -6.2351 0.1580
H -0.8182 -3.8680 0.7379
H 0.2221 -4.1863 -4.3714
H -2.1032 -4.9680 -3.9537
H -3.5842 -3.5887 -2.4788
H -2.6536 -1.5191 -1.4824
C -3.5256 -2.8390 1.4322
N -2.3555 -2.6100 2.2766
C -2.2272 -3.4486 3.4643
C -1.4328 -1.7470 1.8596
O -1.5402 -1.1419 0.7841
C -0.1749 -1.5393 2.7011
O 0.5455 -0.4261 2.2126
C 0.4138 0.7400 3.0109
C 0.4908 1.9642 2.1099
O 0.4982 1.7943 0.8845
N 0.5412 3.1635 2.6800
C 0.5219 4.3700 1.8551
C 0.4284 3.3698 4.1215
H -4.3006 -3.3009 2.0402
H -3.2790 -3.5076 0.6036
H -3.8944 -1.8944 1.0398
H -2.9851 -3.1841 4.2018
H -1.2463 -3.3560 3.9180
H -2.3659 -4.4931 3.1840
H 0.4586 -2.4236 2.5960
H -0.4145 -1.4165 3.7578
H 1.2098 0.7588 3.7595
H -0.5479 0.7533 3.5330
H 0.4942 4.0932 0.8073
H 1.4137 4.9628 2.0572
H -0.3606 4.9619 2.0987
H 0.9003 2.5673 4.6809
H -0.6161 3.4583 4.4267
H 0.9404 4.2946 4.3772
C -3.3378 1.4658 4.0802
N -4.4453 1.0298 3.2785
C -5.4267 0.1123 3.8053
C -6.3331 -0.0802 2.6004
N -5.4342 0.1643 1.4722
C -6.1134 0.3521 0.2001
C -4.3766 0.9682 1.8975
N -3.4445 1.5566 1.2558
C -3.3258 1.4944 -0.1838
C -2.1529 2.3822 -0.6139
N -1.4620 1.9315 -1.8228
C -1.9216 2.2225 -2.9972
N -1.3181 1.7110 -4.1340
C 0.0709 1.3486 -4.1395
C -1.8968 2.2444 -5.3558
C -2.9678 3.2057 -4.8499
N -3.0076 2.9649 -3.4082
C -3.7432 3.9685 -2.6560
H -3.6665 2.1385 4.8742
H -2.6417 1.9950 3.4320
H -2.8298 0.6108 4.5523
H -5.9561 0.5371 4.6582
H -4.9641 -0.8319 4.1285
H -7.1550 0.6441 2.6056
H -6.7590 -1.0812 2.5412
H -6.8854 -0.4121 0.1188
H -5.4382 0.2245 -0.6399
H -6.5983 1.3319 0.1295
H -4.2356 1.8239 -0.6931
H -3.1303 0.4709 -0.5389
H -1.4433 2.3511 0.2086
H -2.4655 3.4237 -0.6657
H 0.3446 0.9963 -3.1500
H 0.7183 2.1968 -4.3980
H 0.2478 0.5528 -4.8643
H -2.3208 1.4460 -5.9665
H -1.1364 2.7552 -5.9510
H -3.9439 3.0128 -5.2930
H -2.7060 4.2488 -5.0496
H -4.5268 4.3467 -3.3100
H -3.1135 4.8135 -2.3645
H -4.2312 3.5622 -1.7773
*
```

The calculation puts the molar mass at 818.6 g mol⁻¹. The value obtained for the HOMO energy is -0.4542 hartree.

Atomic partial charges in e from the Löwdin method, atoms 1 to 4:
1. Sr 1.493
2. C -0.117
3. N -0.196
4. C -0.134